(1)
Molecular formula: C6H15NO
Method: DFT, wB97M-V/def2-TZVPD

Output
- total charge = +1
- DFT total energy (eV) = -9990.9641
- HOMO energy (spin up / spin down) (eV) = -13.59 / -13.48
- gap between HOMO and LUMO (spin up / spin down) (eV) = 8.58 / 4.79
- 2S+1 = 2
- largest force on an atom (eV/A) = 6.45
- LUMO level (spin up / spin down) (eV) = -5.0 / -8.7

Geometry (Å):
C (-1.02, -0.70, 0.05)
C (0.13, -1.52, -0.06)
C (1.33, -0.90, -0.81)
C (1.17, 1.52, -1.52)
C (1.51, 0.53, -0.61)
C (2.05, 0.88, 0.63)
N (-1.27, -0.05, 1.31)
H (-1.13, -0.10, -0.78)
H (-2.02, -1.40, -0.20)
H (0.40, -2.10, 0.83)
H (-0.05, -2.46, -0.74)
H (1.28, -1.34, -1.87)
H (2.24, -1.37, -0.42)
H (0.57, 1.18, -2.28)
H (1.53, 2.46, -1.37)
H (1.84, 1.94, 1.07)
H (3.19, 1.05, 0.81)
H (1.64, 0.30, 1.44)
H (-0.77, 0.87, 1.38)
H (-0.87, -0.62, 2.17)
H (-4.05, 0.80, -0.39)
H (-3.43, 0.55, 0.87)
O (-4.27, 0.48, 0.48)



(2)
Molecular formula: C60H168N24O14P8S3
Method: DFT, wB97M-V/def2-TZVPD

Output
- DFT total energy (eV) = -236196.6733
- SMILES string = CN(C)P(=O)(N(C)C)N(C)C.CN(C)P(=O)(N(C)C)N(C)C.CN(C)P(=O)(N(C)C)N(C)C.CN(C)P(=O)(N(C)C)N(C)C.CN(C)P(=O)(N(C)C)N(C)C.CN(C)P(=O)(N(C)C)N(C)C.CN(C)P(=O)(N(C)C)N(C)C.CN(C)P(=O)(N(C)C)N(C)C.O=S1(=O)CCCC1.O=S1(=O)CCCC1.O=S1(=O)CCCC1
- HOMO energy (eV) = -8.33
- gap between HOMO and LUMO (eV) = 8.40
- largest force on an atom (eV/A) = 3.33
- LUMO level (eV) = 0.1

Geometry (Å):
C (7.22, 4.69, -0.57)
N (7.10, 3.27, -0.62)
C (8.18, 2.51, -0.07)
P (6.09, 2.65, -1.78)
O (6.24, 1.18, -1.78)
N (4.65, 3.33, -1.59)
C (3.95, 2.99, -0.30)
C (3.70, 3.33, -2.72)
N (6.60, 3.21, -3.29)
C (6.59, 4.56, -3.78)
C (7.59, 2.40, -4.05)
H (6.40, 5.22, -1.01)
H (8.07, 4.97, -1.19)
H (7.46, 4.99, 0.45)
H (9.04, 2.41, -0.79)
H (7.80, 1.49, 0.05)
H (8.51, 2.90, 0.90)
H (4.53, 3.35, 0.54)
H (3.01, 3.51, -0.27)
H (3.76, 1.91, -0.30)
H (2.90, 2.56, -2.45)
H (3.20, 4.31, -2.89)
H (4.25, 3.04, -3.57)
H (6.20, 4.67, -4.79)
H (5.91, 5.09, -3.12)
H (7.62, 5.00, -3.80)
H (7.80, 1.45, -3.46)
H (8.54, 2.94, -4.10)
H (7.22, 2.25, -5.11)
C (-0.15, -3.04, -4.77)
N (0.70, -1.86, -4.56)
C (-0.07, -0.77, -3.89)
P (1.82, -1.42, -5.79)
O (1.25, -0.84, -7.04)
N (2.78, -0.42, -4.94)
C (3.56, -0.83, -3.74)
C (3.55, 0.50, -5.79)
N (2.47, -2.89, -6.18)
C (2.81, -3.97, -5.26)
C (2.58, -3.20, -7.59)
H (-1.17, -2.72, -4.89)
H (-0.09, -3.66, -3.88)
H (0.17, -3.51, -5.69)
H (0.55, -0.10, -3.36)
H (-0.75, -1.34, -3.19)
H (-0.79, -0.33, -4.56)
H (2.98, -1.56, -3.22)
H (4.52, -1.23, -4.03)
H (3.79, 0.11, -3.21)
H (2.86, 0.85, -6.53)
H (3.72, 1.36, -5.19)
H (4.49, 0.09, -6.26)
H (3.80, -4.38, -5.60)
H (2.91, -3.62, -4.20)
H (2.14, -4.81, -5.38)
H (2.19, -2.37, -8.11)
H (1.98, -4.06, -7.95)
H (3.66, -3.40, -7.80)
C (1.34, 5.65, -1.42)
N (0.14, 6.14, -0.76)
C (-0.93, 6.68, -1.65)
P (-0.45, 5.23, 0.52)
O (-1.04, 3.94, 0.13)
N (0.87, 4.98, 1.51)
C (1.80, 5.94, 1.99)
C (0.56, 3.99, 2.56)
N (-1.64, 6.09, 1.33)
C (-1.26, 7.40, 1.91)
C (-3.03, 5.70, 1.45)
H (1.03, 5.15, -2.36)
H (1.91, 5.00, -0.70)
H (1.94, 6.54, -1.60)
H (-0.53, 7.58, -2.13)
H (-1.78, 6.90, -0.97)
H (-1.15, 6.00, -2.49)
H (1.84, 6.77, 1.32)
H (1.46, 6.43, 2.89)
H (2.79, 5.48, 2.19)
H (0.12, 3.10, 2.12)
H (1.49, 3.75, 3.01)
H (-0.12, 4.32, 3.38)
H (-0.26, 7.57, 1.46)
H (-1.90, 8.13, 1.47)
H (-1.25, 7.40, 2.96)
H (-3.32, 5.03, 0.66)
H (-3.66, 6.59, 1.28)
H (-3.27, 5.25, 2.43)
C (-3.79, -7.60, 4.00)
N (-4.69, -7.72, 2.81)
C (-6.02, -8.15, 3.22)
P (-4.00, -7.92, 1.35)
O (-3.25, -9.17, 1.12)
N (-5.30, -7.83, 0.35)
C (-5.11, -8.41, -0.92)
C (-6.10, -6.57, 0.20)
N (-2.99, -6.65, 1.20)
C (-1.79, -6.67, 0.44)
C (-3.48, -5.28, 1.48)
H (-3.64, -8.54, 4.58)
H (-4.09, -6.78, 4.69)
H (-2.85, -7.30, 3.57)
H (-6.75, -8.20, 2.36)
H (-6.42, -7.51, 4.00)
H (-5.82, -9.16, 3.54)
H (-4.36, -7.90, -1.57)
H (-4.73, -9.41, -0.72)
H (-6.02, -8.37, -1.49)
H (-7.15, -6.83, -0.06)
H (-6.02, -5.92, 1.05)
H (-5.66, -6.03, -0.66)
H (-1.12, -5.90, 0.84)
H (-1.30, -7.63, 0.57)
H (-2.02, -6.55, -0.59)
H (-2.60, -4.65, 1.60)
H (-4.10, -5.27, 2.43)
H (-4.08, -4.87, 0.67)
C (3.01, -4.94, 7.20)
N (2.46, -4.50, 5.92)
C (3.27, -3.46, 5.26)
P (1.01, -5.13, 5.51)
O (0.42, -5.87, 6.69)
N (0.10, -3.83, 4.93)
C (-1.16, -4.09, 4.22)
C (0.04, -2.69, 5.82)
N (1.16, -6.07, 4.13)
C (1.66, -5.66, 2.84)
C (0.61, -7.38, 4.20)
H (3.49, -4.03, 7.70)
H (3.83, -5.67, 7.06)
H (2.27, -5.39, 7.89)
H (2.65, -2.81, 4.63)
H (4.07, -3.86, 4.59)
H (3.87, -2.98, 6.00)
H (-0.83, -5.03, 3.62)
H (-1.94, -4.26, 4.94)
H (-1.37, -3.29, 3.47)
H (0.08, -1.80, 5.18)
H (-0.90, -2.80, 6.39)
H (0.94, -2.64, 6.46)
H (0.99, -6.00, 2.10)
H (1.91, -4.60, 2.77)
H (2.54, -6.34, 2.71)
H (0.59, -7.71, 5.24)
H (1.30, -8.07, 3.67)
H (-0.42, -7.50, 3.80)
C (1.28, 5.83, -5.77)
N (0.29, 5.02, -6.47)
C (0.11, 5.50, -7.77)
P (-0.95, 4.31, -5.68)
O (-1.83, 5.21, -4.90)
N (-1.81, 3.48, -6.84)
C (-3.14, 3.88, -7.39)
C (-1.37, 2.18, -7.29)
N (-0.04, 3.27, -4.69)
C (1.23, 2.72, -5.14)
C (-0.55, 2.92, -3.34)
H (2.21, 5.84, -6.34)
H (1.48, 5.62, -4.74)
H (0.98, 6.91, -5.78)
H (-0.41, 4.77, -8.36)
H (1.11, 5.68, -8.22)
H (-0.36, 6.45, -7.89)
H (-2.94, 4.05, -8.44)
H (-3.90, 3.04, -7.33)
H (-3.57, 4.76, -6.95)
H (-1.16, 2.13, -8.35)
H (-0.46, 1.75, -6.69)
H (-2.11, 1.37, -7.24)
H (2.09, 3.42, -4.97)
H (1.43, 1.76, -4.63)
H (1.32, 2.39, -6.12)
H (-1.09, 1.96, -3.36)
H (-1.26, 3.69, -3.07)
H (0.26, 2.83, -2.66)
C (-3.11, 2.81, 4.01)
N (-3.68, 1.83, 4.83)
C (-5.11, 2.00, 5.18)
P (-3.09, 0.26, 4.73)
O (-1.67, 0.34, 4.43)
N (-3.33, -0.45, 6.21)
C (-4.59, -0.95, 6.68)
C (-2.26, -0.23, 7.17)
N (-4.12, -0.57, 3.77)
C (-4.60, -0.03, 2.45)
C (-3.90, -2.00, 3.61)
H (-3.18, 2.51, 2.94)
H (-2.03, 2.92, 4.15)
H (-3.68, 3.75, 4.19)
H (-5.49, 1.16, 5.85)
H (-5.84, 2.07, 4.33)
H (-5.22, 2.94, 5.76)
H (-4.49, -2.00, 6.83)
H (-4.90, -0.53, 7.63)
H (-5.41, -0.78, 6.02)
H (-1.25, -0.44, 6.75)
H (-2.30, 0.77, 7.62)
H (-2.43, -0.98, 8.01)
H (-3.91, -0.32, 1.67)
H (-5.63, -0.27, 2.17)
H (-4.48, 1.07, 2.48)
H (-4.78, -2.49, 3.16)
H (-3.82, -2.39, 4.60)
H (-3.07, -2.18, 2.97)
C (-5.61, 2.70, -0.65)
N (-4.74, 1.69, -1.29)
C (-3.39, 1.66, -0.74)
P (-5.29, 0.62, -2.44)
O (-6.75, 0.75, -2.60)
N (-4.35, 0.98, -3.73)
C (-4.41, 0.13, -4.91)
C (-4.27, 2.45, -4.09)
N (-4.93, -0.99, -2.18)
C (-3.55, -1.41, -1.93)
C (-5.98, -1.56, -1.29)
H (-5.15, 3.65, -0.52)
H (-5.90, 2.26, 0.35)
H (-6.44, 2.86, -1.24)
H (-2.57, 1.73, -1.51)
H (-3.21, 0.72, -0.25)
H (-3.27, 2.48, -0.11)
H (-3.50, 0.27, -5.42)
H (-4.49, -0.95, -4.65)
H (-5.18, 0.37, -5.59)
H (-3.35, 2.46, -4.73)
H (-5.10, 2.87, -4.63)
H (-4.21, 2.94, -3.07)
H (-2.94, -0.80, -2.55)
H (-3.19, -1.25, -0.91)
H (-3.48, -2.52, -2.25)
H (-6.79, -2.00, -1.90)
H (-6.48, -0.76, -0.66)
H (-5.52, -2.20, -0.54)
O (3.17, -2.66, -0.88)
S (3.99, -1.77, -0.09)
O (3.63, -0.34, -0.04)
C (4.15, -2.30, 1.63)
C (5.57, -1.72, 1.88)
C (6.51, -2.13, 0.68)
C (5.77, -1.73, -0.59)
H (3.86, -3.38, 1.70)
H (3.48, -1.63, 2.21)
H (5.36, -0.64, 2.01)
H (6.02, -2.07, 2.75)
H (6.66, -3.25, 0.76)
H (7.45, -1.61, 0.74)
H (5.87, -2.22, -1.58)
H (5.95, -0.66, -0.83)
O (-1.49, -1.73, 1.54)
S (-0.19, -1.12, 1.40)
O (0.94, -1.72, 2.11)
C (0.18, -1.04, -0.32)
C (0.80, 0.34, -0.64)
C (0.94, 1.13, 0.69)
C (-0.28, 0.59, 1.61)
H (-0.70, -1.26, -0.88)
H (0.83, -1.87, -0.54)
H (1.79, 0.15, -1.11)
H (0.15, 0.87, -1.35)
H (0.84, 2.20, 0.63)
H (1.88, 0.90, 1.14)
H (-1.30, 0.91, 1.35)
H (-0.12, 0.79, 2.68)
O (1.30, 3.88, 5.58)
S (1.44, 2.58, 6.16)
O (0.70, 2.24, 7.38)
C (1.27, 1.31, 4.94)
C (2.51, 0.46, 4.93)
C (3.69, 1.36, 5.45)
C (3.17, 2.42, 6.45)
H (1.16, 1.90, 4.01)
H (0.30, 0.70, 5.11)
H (2.37, -0.28, 5.71)
H (2.76, -0.01, 4.02)
H (4.01, 1.97, 4.64)
H (4.54, 0.83, 5.83)
H (3.73, 3.42, 6.43)
H (3.38, 2.15, 7.53)



Which of these has the highest largest force on an atom? C6H15NO



Which formula does entry 1 have? C6H15NO



Among the records above, which one has the lowest DFT total energy? C60H168N24O14P8S3



The lowest largest force on an atom belongs to which entry? C60H168N24O14P8S3